# 1
The following is a DFT calculation (the ωB97M-V functional and the def2-TZVPD basis) of a 2-piece molecular cluster, C4H9N2O overall.

Positions of all 16 atoms, in Å:
1 C -0.50 2.00 -0.35
2 C 0.11 0.65 -0.22
3 C -0.17 -0.42 -1.03
4 N 0.74 -1.42 -0.78
5 C 1.63 -0.93 0.06
6 N 1.25 0.23 0.54
7 H -0.96 2.05 -1.36
8 H 0.30 2.74 -0.30
9 H -1.30 2.18 0.37
10 H -0.94 -0.44 -1.80
11 H 0.77 -2.39 -1.08
12 H 2.57 -1.42 0.31
13 H 1.64 0.71 1.33
14 H -2.24 -1.40 1.96
15 H -1.32 -0.61 1.08
16 O -1.60 -1.51 1.26

Computed properties:
**Energy**: -9315.2252 eV
**Orbital gap**: 10.9 eV
**Energy relative to the best compared isomer or geometry (same formula, charge and spin)**: 76.3 kJ/mol
**Net charge**: +1
**HOMO**: -14.264 eV



# 2
The following is a DFT calculation (the ωB97M-V functional and the def2-TZVPD basis) of an isolated ion of composition C4H9N2O and charge +1.

Positions of all 16 atoms, in Å:
1 C 0.75 -0.30 -0.11
2 C 1.49 0.71 -0.87
3 C 1.40 -1.28 0.68
4 C -2.70 0.69 0.36
5 N -0.58 -0.01 0.11
6 N -1.71 -0.13 -0.34
7 O -2.15 -0.85 -1.21
8 H 1.72 0.47 -1.96
9 H 2.46 0.97 -0.38
10 H 0.93 1.61 -0.85
11 H 2.12 -1.75 0.06
12 H 0.84 -1.98 1.20
13 H 2.06 -0.63 1.52
14 H -2.30 1.28 1.09
15 H -3.46 -0.04 0.87
16 H -3.20 1.26 -0.38

Computed properties:
**Energy**: -9306.4598 eV
**Multiplicity**: 3
**Orbital gap (alpha / beta)**: 6.2 / 7.4 eV
**Energy relative to the best compared isomer or geometry (same formula, charge and spin)**: 410.8 kJ/mol
**Net charge**: +1
**<S²>**: 2.0412
**HOMO (alpha / beta)**: -11.963 / -16.794 eV



# 3
The following is a DFT calculation (the ωB97M-V functional and the def2-TZVPD basis) of C4H9N2O2 as an isolated structure.

Positions of all 17 atoms, in Å:
1 O -2.93 0.55 -0.70
2 C -1.96 0.20 -0.05
3 N -1.90 -0.77 0.99
4 C -0.47 0.65 -0.43
5 C 0.06 -0.40 -1.49
6 N 0.46 0.64 0.83
7 C 2.27 -0.01 0.55
8 O 2.86 0.39 -0.48
9 H -2.74 -1.16 1.42
10 H -1.02 -0.55 1.45
11 H -0.44 1.61 -1.03
12 H 1.21 -0.06 -1.57
13 H -0.46 -0.55 -2.40
14 H -0.02 -1.29 -0.82
15 H 0.61 1.53 1.34
16 H 2.07 -1.18 0.82
17 H 2.41 0.40 1.56

Computed properties:
**Energy**: -11367.9001 eV
**Orbital gap**: 7.4 eV
**Energy relative to the best compared isomer or geometry (same formula, charge and spin)**: 315.1 kJ/mol
**Net charge**: -1
**HOMO**: -3.435 eV



# 4
The following is a DFT calculation (the ωB97M-V functional and the def2-TZVPD basis) of a 2-piece molecular cluster, C4H9N2O2 overall.

Positions of all 17 atoms, in Å:
1 C -0.63 0.65 0.57
2 C -0.40 -0.49 1.13
3 C -1.39 -1.06 2.01
4 C 0.71 0.87 -2.29
5 N 0.71 -1.46 0.57
6 N 0.93 1.49 -0.97
7 O 0.35 -2.57 0.43
8 O 1.79 -0.95 0.39
9 H -1.33 1.47 0.46
10 H -1.04 -1.17 3.02
11 H -1.70 -1.97 1.56
12 H -2.33 -0.42 2.29
13 H 1.32 -0.14 -2.33
14 H -0.34 0.56 -2.26
15 H 0.79 1.59 -3.07
16 H 0.85 2.45 -1.00
17 H 1.71 1.15 -0.52

Computed properties:
**Energy**: -11355.0796 eV
**Orbital gap (alpha / beta)**: 9.1 / 9.1 eV
**Energy relative to the best compared isomer or geometry (same formula, charge and spin)**: 761.1 kJ/mol
**Net charge**: +1
**HOMO (alpha / beta)**: -15.471 / -15.471 eV



# 5
The following is a DFT calculation (the ωB97M-V functional and the def2-TZVPD basis) of an isolated ion of composition C4H9N2O2 and charge +1.

Positions of all 17 atoms, in Å:
1 C 0.53 1.86 -0.42
2 N 0.74 0.37 -0.45
3 C 1.78 -0.17 0.31
4 O 2.52 0.48 0.94
5 C 1.54 -1.65 0.16
6 O 0.38 -1.89 -0.55
7 C -0.14 -0.62 -0.86
8 N -1.44 -0.50 0.17
9 H 0.91 2.46 -1.35
10 H -0.58 2.14 -0.20
11 H 0.96 2.10 0.64
12 H 2.37 -2.07 -0.35
13 H 1.42 -2.35 1.04
14 H -0.51 -0.57 -1.90
15 H -2.24 -1.19 -0.24
16 H -1.77 0.39 0.09
17 H -1.30 -0.74 1.08

Computed properties:
**Energy**: -11360.7504 eV
**Orbital gap**: 10.9 eV
**Energy relative to the best compared isomer or geometry (same formula, charge and spin)**: 213.9 kJ/mol
**Net charge**: +1
**SMILES**: CN1C(=O)CO[C@H]1[NH3+]
**HOMO**: -14.627 eV



# 6
The following is a DFT calculation (the ωB97M-V functional and the def2-TZVPD basis) of an isolated ion of composition C4H9N2O2 and charge +1.

Positions of all 17 atoms, in Å:
1 C -1.50 0.68 1.09
2 N -1.13 -0.09 -0.19
3 C -0.50 0.85 -1.17
4 C -0.26 -1.22 0.07
5 C 1.08 -1.31 0.10
6 O 1.89 -0.23 0.04
7 N 3.30 -0.58 0.13
8 O 3.97 0.36 0.30
9 H -0.51 1.00 1.51
10 H -1.83 1.63 0.69
11 H -2.09 0.01 1.81
12 H -2.09 -0.27 -0.40
13 H -0.35 0.32 -2.01
14 H -1.06 1.71 -1.54
15 H 0.35 1.33 -0.85
16 H -0.96 -2.01 0.16
17 H 1.70 -2.15 0.27

Computed properties:
**Energy**: -11357.3162 eV
**Orbital gap**: 10.2 eV
**Energy relative to the best compared isomer or geometry (same formula, charge and spin)**: 545.3 kJ/mol
**Net charge**: +1
**SMILES**: C[NH+](C)/C=C\ON=O
**HOMO**: -14.290 eV



# 7
The following is a DFT calculation (the ωB97M-V functional and the def2-TZVPD basis) of C4H9N2O2 as an isolated structure.

Positions of all 17 atoms, in Å:
1 C -0.30 -0.97 -1.95
2 C -0.36 -1.41 0.01
3 C -1.06 -0.46 -0.77
4 C -2.04 0.49 -0.36
5 N 2.67 1.70 1.72
6 N 1.77 0.94 1.24
7 O 0.98 0.49 2.01
8 O 0.49 -1.79 -1.06
9 H -0.80 -1.64 -2.74
10 H 0.38 -0.41 -2.60
11 H 0.03 -0.97 1.13
12 H -1.00 -2.31 0.30
13 H -1.55 1.10 0.49
14 H -2.95 0.16 0.18
15 H -2.28 1.06 -1.28
16 H 3.31 2.02 0.97
17 H 2.71 2.01 2.71

Computed properties:
**Energy**: -11356.1702 eV
**Orbital gap (alpha / beta)**: 7.0 / 7.0 eV
**Energy relative to the best compared isomer or geometry (same formula, charge and spin)**: 655.8 kJ/mol
**Net charge**: +1
**HOMO (alpha / beta)**: -13.256 / -13.256 eV



# 8
The following is a DFT calculation (the ωB97M-V functional and the def2-TZVPD basis) of the molecule C4H9N2O3P.

Positions of all 19 atoms, in Å:
1 C 0.80 -1.68 1.97
2 P 1.16 -0.16 1.15
3 O 1.97 0.78 1.94
4 O 1.88 -0.56 -0.19
5 N -0.25 0.38 0.41
6 C -1.15 -0.38 -0.43
7 C -1.50 0.92 -1.11
8 N -1.05 1.01 -2.51
9 C -0.58 1.58 -0.12
10 O -0.35 2.73 0.06
11 H 1.69 -2.15 2.30
12 H 0.24 -1.43 2.85
13 H 0.19 -2.35 1.27
14 H 2.64 0.03 -0.38
15 H -1.86 -1.01 0.16
16 H -0.44 -1.07 -1.01
17 H -2.59 1.20 -1.11
18 H -0.32 0.27 -2.58
19 H -0.48 1.89 -2.68

Computed properties:
**Energy**: -22706.5645 eV
**Orbital gap**: 10.0 eV
**Energy relative to the best compared isomer or geometry (same formula, charge and spin)**: 24.0 kJ/mol
**SMILES**: C[P@@](=O)(O)N1C[C@H](N)C1=O
**HOMO**: -9.517 eV



# 9
The following is a DFT calculation (the ωB97M-V functional and the def2-TZVPD basis) of an isolated ion of composition C4H9N2OS and charge -1.

Positions of all 17 atoms, in Å:
1 N -1.57 1.87 -0.42
2 C -1.71 1.68 0.92
3 O -2.56 2.27 1.58
4 N -0.75 0.88 1.50
5 C -0.38 -0.37 0.86
6 C 0.78 -0.38 -0.15
7 C 1.23 -1.80 -0.43
8 S 2.51 -1.81 -1.76
9 H -0.85 1.49 -1.02
10 H -2.34 2.25 -0.92
11 H -0.80 0.93 2.50
12 H -0.14 -1.11 1.65
13 H -1.20 -0.95 0.41
14 H 0.33 -0.06 -1.09
15 H 1.59 0.24 0.12
16 H 1.69 -2.17 0.49
17 H 0.42 -2.45 -0.77

Computed properties:
**Energy**: -20158.4600 eV
**Orbital gap**: 5.8 eV
**Energy relative to the best compared isomer or geometry (same formula, charge and spin)**: 37.4 kJ/mol
**Net charge**: -1
**SMILES**: NC(=O)NCCC[S-]
**HOMO**: -2.508 eV



# 10
The following is a DFT calculation (the ωB97M-V functional and the def2-TZVPD basis) of the molecule C4H9N2P.

Positions of all 16 atoms, in Å:
1 C 3.47 -0.29 0.05
2 C 2.31 -0.73 -0.48
3 C 0.97 -0.14 -0.16
4 C -0.22 -0.75 -0.36
5 N -1.69 -0.05 -0.32
6 N -1.51 1.34 0.04
7 P -3.10 -0.96 0.05
8 H 4.37 -0.56 -0.40
9 H 3.59 0.49 0.75
10 H 2.17 -1.73 -0.94
11 H 0.99 0.84 0.24
12 H -0.33 -1.75 -0.73
13 H -1.23 1.77 -0.86
14 H -2.43 1.72 0.09
15 H -3.61 -0.38 1.34
16 H -4.19 -0.31 -0.67

Computed properties:
**Energy**: -16558.9685 eV
**Orbital gap**: 9.0 eV
**Energy relative to the best compared isomer or geometry (same formula, charge and spin)**: 378.0 kJ/mol
**SMILES**: C=C/C=C/N(N)P
**HOMO**: -8.101 eV



# 11
The following is a DFT calculation (the ωB97M-V functional and the def2-TZVPD basis) of an isolated ion of composition C4H9N2S and charge +1.

Positions of all 16 atoms, in Å:
1 C 1.63 0.85 0.14
2 C 0.16 0.71 -0.32
3 C -1.02 1.54 0.13
4 S -2.51 0.41 0.01
5 N -1.55 -1.01 0.24
6 C -0.25 -0.95 0.02
7 N 0.50 -2.04 -0.09
8 H 2.15 1.16 -0.69
9 H 2.09 -0.18 0.59
10 H 1.72 1.71 0.77
11 H -0.04 0.47 -1.44
12 H -1.09 1.86 1.07
13 H -1.35 2.27 -0.51
14 H -2.12 -1.87 0.22
15 H 1.47 -1.94 0.09
16 H 0.22 -3.00 -0.21

Computed properties:
**Energy**: -18101.1996 eV
**Orbital gap**: 9.7 eV
**Energy relative to the best compared isomer or geometry (same formula, charge and spin)**: 224.5 kJ/mol
**Net charge**: +1
**SMILES**: C[C@@H]1CSNC1=[NH2+]
**HOMO**: -13.108 eV



# 12
The following is a DFT calculation (the ωB97M-V functional and the def2-TZVPD basis) of a 2-piece molecular cluster, C4H9N2S overall.

Positions of all 16 atoms, in Å:
1 C 2.62 -1.50 0.53
2 C -2.75 0.25 0.15
3 C 2.74 -0.34 0.20
4 C 3.09 0.97 -0.29
5 N -3.84 -0.51 -0.10
6 N -1.53 -0.16 0.12
7 S -0.20 0.90 0.47
8 H 0.73 0.53 -0.39
9 H 2.41 -2.46 0.73
10 H -3.10 1.23 0.51
11 H 2.93 1.81 0.42
12 H 4.17 1.06 -0.65
13 H 2.40 1.01 -1.20
14 H -4.72 -0.16 0.02
15 H -3.73 -1.51 -0.17
16 H -1.22 -1.12 -0.33

Computed properties:
**Energy**: -18099.4601 eV
**Orbital gap**: 9.1 eV
**Energy relative to the best compared isomer or geometry (same formula, charge and spin)**: 392.4 kJ/mol
**Net charge**: +1
**HOMO**: -12.953 eV



# 13
The following is a DFT calculation (the ωB97M-V functional and the def2-TZVPD basis) of an isolated ion of composition C4H9N2S and charge +1.

Positions of all 16 atoms, in Å:
1 C 1.78 0.55 -0.40
2 C -0.97 -0.94 -1.00
3 C -1.22 0.14 -0.05
4 C -2.38 0.24 0.91
5 N 1.47 -0.61 0.24
6 N 3.01 0.98 -0.29
7 S -0.06 -1.14 0.58
8 H -1.82 -1.52 -1.43
9 H -0.16 -0.82 -1.73
10 H -0.60 1.00 -0.29
11 H -3.00 -0.70 0.96
12 H -3.03 1.14 0.68
13 H -2.08 0.47 1.91
14 H 2.12 -1.09 0.74
15 H 3.19 1.82 -0.92
16 H 3.75 0.46 0.09

Computed properties:
**Energy**: -18099.5807 eV
**Orbital gap**: 9.6 eV
**Energy relative to the best compared isomer or geometry (same formula, charge and spin)**: 380.7 kJ/mol
**Net charge**: +1
**HOMO**: -13.109 eV



# 14
The following is a DFT calculation (the ωB97M-V functional and the def2-TZVPD basis) of an isolated ion of composition C4H9N2S and charge +1.

Positions of all 16 atoms, in Å:
1 C -1.50 -1.50 0.03
2 C -0.25 1.06 -1.08
3 C -1.73 -0.43 0.72
4 C 1.35 -0.07 0.63
5 N 2.31 -0.73 0.17
6 N 0.95 1.13 -0.23
7 S -1.74 1.21 0.02
8 H -1.69 -2.49 0.55
9 H -1.39 -1.51 -1.06
10 H -0.41 1.89 -1.71
11 H -0.38 0.22 -1.76
12 H -2.02 -0.44 1.71
13 H 1.11 -0.09 1.61
14 H 2.73 -1.53 0.81
15 H 1.80 1.40 -0.81
16 H 0.85 1.87 0.39

Computed properties:
**Energy**: -18095.9212 eV
**Multiplicity**: 3
**Orbital gap (alpha / beta)**: 5.5 / 7.9 eV
**Energy relative to the best compared isomer or geometry (same formula, charge and spin)**: 297.7 kJ/mol
**Net charge**: +1
**<S²>**: 2.0068
**HOMO (alpha / beta)**: -9.267 / -14.566 eV



# 15
The following is a DFT calculation (the ωB97M-V functional and the def2-TZVPD basis) of the molecule C4H9N3.

Positions of all 16 atoms, in Å:
1 C -1.18 -2.02 0.44
2 C -0.22 -0.89 0.37
3 N 0.49 -0.50 1.37
4 N 1.40 0.39 0.93
5 N 1.12 0.80 -0.41
6 C 0.19 2.09 -0.39
7 C 0.31 -0.31 -0.92
8 H -0.80 -2.87 -0.13
9 H -2.14 -1.74 0.01
10 H -1.32 -2.34 1.47
11 H 1.57 1.15 1.57
12 H -0.77 2.04 0.12
13 H 0.06 2.34 -1.44
14 H 0.81 2.87 0.08
15 H -0.48 0.01 -1.60
16 H 0.95 -1.02 -1.46

Computed properties:
**Energy**: -8761.9911 eV
**Orbital gap**: 8.9 eV
**Energy relative to the best compared isomer or geometry (same formula, charge and spin)**: 244.5 kJ/mol
**SMILES**: CC1=NNN(C)C1
**HOMO**: -7.936 eV



# 16
The following is a DFT calculation (the ωB97M-V functional and the def2-TZVPD basis) of C4H9N3 as an isolated structure.

Positions of all 16 atoms, in Å:
1 C -2.23 0.98 0.02
2 C -0.98 0.40 -0.14
3 C 2.62 0.23 -0.18
4 C 1.21 -0.36 -0.37
5 N -2.89 -0.24 0.12
6 N -1.63 -0.91 -0.10
7 N 0.28 0.67 0.05
8 H -2.55 1.93 -0.15
9 H 2.63 1.04 0.62
10 H 3.18 -0.65 0.14
11 H 2.96 0.68 -1.13
12 H 1.09 -0.58 -1.37
13 H 1.19 -1.23 0.16
14 H -3.66 -0.51 -0.50
15 H -1.44 -1.57 0.63
16 H 0.21 0.13 2.18

Computed properties:
**Energy**: -8757.2154 eV
**Orbital gap (alpha / beta)**: 8.5 / 7.6 eV
**Energy relative to the best compared isomer or geometry (same formula, charge and spin)**: 705.3 kJ/mol
**HOMO (alpha / beta)**: -9.042 / -7.783 eV